No. 1
DFT (ωB97M-V/def2-TZVPD) results for a molecular structure, C27H36N6OPdSSi.

```
73
C27H36N6OPdSSi (ωB97M-V/def2-TZVPD)
Pd -0.42 0.63 0.18
C -4.51 2.61 0.78
C -3.33 1.80 0.37
N -2.32 1.55 1.14
N -2.27 1.94 2.39
C -1.33 1.52 3.19
N -1.35 1.90 4.47
S -0.05 0.46 2.67
C -3.26 1.19 -0.96
C -4.32 1.22 -1.86
C -4.18 0.62 -3.10
C -2.97 0.01 -3.42
C -1.96 0.00 -2.46
N -2.11 0.56 -1.27
H -4.30 3.12 1.72
H -5.38 1.98 0.92
H -4.74 3.36 0.03
H -2.12 2.45 4.82
H -0.68 1.54 5.12
H -5.24 1.72 -1.60
H -4.99 0.62 -3.80
H -2.81 -0.44 -4.38
H -1.01 -0.47 -2.66
C 3.04 -1.08 0.76
C 2.96 0.40 0.62
C 4.07 1.21 0.87
C 3.94 2.59 0.79
C 2.73 3.13 0.41
C 1.66 2.27 0.09
N 1.81 0.92 0.24
N 0.44 2.63 -0.33
Si 0.05 4.15 -1.10
C 1.46 4.55 -2.33
C -1.55 3.89 -2.10
C -0.19 5.51 0.23
H 3.95 -1.47 0.31
H 2.17 -1.55 0.31
H 3.06 -1.34 1.82
H 5.01 0.75 1.14
H 4.77 3.23 1.02
H 2.58 4.20 0.38
H 1.85 3.65 -2.80
H 2.30 5.06 -1.87
H 1.09 5.19 -3.12
H -1.51 3.00 -2.71
H -1.68 4.74 -2.77
H -2.44 3.84 -1.48
H 0.74 5.76 0.73
H -0.91 5.21 0.99
H -0.56 6.41 -0.25
C 2.33 -7.45 -0.46
C 1.76 -6.13 -0.11
C 1.31 -5.25 -1.09
C 0.75 -4.02 -0.76
C 0.33 -3.09 -1.84
C 0.60 -3.67 0.61
C -0.14 -2.51 1.00
O -0.63 -1.65 0.26
C 1.13 -4.53 1.61
C 1.11 -4.18 3.06
C 1.68 -5.73 1.23
H 2.40 -7.58 -1.54
H 1.72 -8.25 -0.05
H 3.32 -7.57 -0.03
H 1.40 -5.53 -2.13
H 0.53 -3.52 -2.82
H 0.86 -2.14 -1.75
H -0.74 -2.87 -1.76
H -0.30 -2.41 2.09
H 1.33 -3.13 3.24
H 1.85 -4.77 3.59
H 0.14 -4.41 3.50
H 2.07 -6.39 1.99
```

Values from the calculation:
E, Ha: -2269.22913
Total charge: +2
Maximum force, hartree/bohr: 0.072

=====

No. 2
DFT (ωB97M-V/def2-TZVPD) results for 4 unconnected molecules or ions with the total composition C27H36NO13P.

```
78
C27H36NO13P (ωB97M-V/def2-TZVPD)
C 6.13 -5.15 2.30
C 6.28 -3.62 1.70
C 5.07 -2.61 2.14
C 5.30 -1.04 1.64
C 3.57 -3.05 1.62
C 3.29 -3.72 0.28
C 1.71 -4.06 -0.13
O 1.35 -5.15 -0.85
C 0.60 -2.94 0.44
C -0.77 -2.51 -0.38
C -1.75 -1.35 0.28
P -3.36 -0.70 -0.59
N -3.71 -1.48 -1.97
O -3.07 1.03 -0.82
O -4.67 -0.82 0.55
C -1.42 -0.61 1.74
C -0.07 -1.04 2.56
C 0.43 -0.37 3.99
C 0.92 -2.20 1.90
C 2.31 -2.72 2.66
O 2.43 -2.90 3.98
H 5.86 -5.86 1.41
H 7.15 -5.52 2.81
H 5.33 -5.19 3.17
H 6.44 -3.57 0.53
H 7.28 -3.18 2.18
H 5.01 -2.58 3.33
H 4.23 -0.52 1.70
H 5.59 -1.02 0.49
H 6.09 -0.47 2.31
H 4.20 -3.99 -0.44
H -1.03 -2.99 -1.42
H -2.97 -2.22 -2.08
H -2.10 1.20 -1.03
H -5.28 -0.01 0.44
H -2.14 0.23 2.17
H -0.30 0.44 4.42
H 1.49 0.12 3.76
H 0.64 -1.17 4.84
C -2.03 4.51 1.07
C -0.61 4.24 1.50
C 0.43 4.94 0.68
O 1.56 4.11 0.85
C 1.08 2.85 1.09
O 1.77 1.84 1.10
O -0.27 2.88 1.30
H -2.36 5.50 1.41
H -2.13 4.48 -0.02
H -2.71 3.76 1.47
H -0.49 4.45 2.57
H 0.63 5.96 1.04
H 0.19 4.98 -0.39
C -6.48 1.69 -1.71
C -6.75 3.00 -1.00
C -6.60 4.21 -1.88
O -6.30 5.23 -0.94
C -5.67 4.61 0.11
O -5.10 5.20 1.01
O -5.77 3.25 0.00
H -7.34 1.40 -2.32
H -5.60 1.75 -2.35
H -6.29 0.89 -0.98
H -7.72 2.97 -0.50
H -7.52 4.44 -2.42
H -5.77 4.14 -2.59
C 2.08 -2.67 -4.16
C 1.36 -1.34 -4.11
C 2.26 -0.15 -4.23
O 1.50 0.86 -3.58
C 0.72 0.22 -2.66
O 0.07 0.78 -1.80
O 0.76 -1.14 -2.84
H 2.37 -2.92 -5.19
H 2.99 -2.65 -3.55
H 1.45 -3.47 -3.76
H 0.56 -1.33 -4.86
H 2.46 0.12 -5.27
H 3.21 -0.26 -3.70
```

Values from the calculation:
E, Ha: -2424.21938
Total charge: 0
Structure (SMILES): CC[C@@H](C)C1=CC(=O)c2cc(P(=N)(O)O)cc(C)c2C1=O.C[C@@H]1COC(=O)O1.C[C@@H]1COC(=O)O1.C[C@@H]1COC(=O)O1
Maximum force, hartree/bohr: 0.167

=====

No. 3
DFT (ωB97M-V/def2-TZVPD) results for a molecular structure, C27H37AsIrN4O4S5Si.

```
80
C27H37AsIrN4O4S5Si (ωB97M-V/def2-TZVPD)
Ir 0.83 0.72 -0.33
S 4.64 0.26 -1.74
As 3.56 2.03 -1.59
S 2.47 2.06 0.42
S 1.50 1.33 -2.35
S 4.12 3.87 -2.29
C -1.17 0.88 -0.98
Si -2.03 -0.76 -1.18
C -0.77 -1.91 -0.37
N 0.59 -1.41 -0.72
C 1.67 -2.02 0.12
C 1.79 -3.53 -0.07
C 2.05 -3.88 -1.53
C 1.01 -3.23 -2.43
C 0.93 -1.74 -2.14
C -2.33 -1.26 -2.97
C -2.80 -2.54 -3.26
C -3.00 -2.95 -4.57
C -2.72 -2.09 -5.62
C -2.25 -0.81 -5.35
C -2.05 -0.40 -4.04
C -3.66 -0.92 -0.26
C -3.69 -1.03 1.13
C -4.89 -1.18 1.81
C -6.09 -1.21 1.11
C -6.08 -1.08 -0.27
C -4.88 -0.94 -0.95
H -1.72 1.41 -0.19
H -1.23 1.51 -1.86
H -0.88 -2.97 -0.61
H -0.89 -1.83 0.72
H 1.47 -1.78 1.16
H 2.60 -1.53 -0.17
H 0.89 -4.03 0.29
H 2.61 -3.88 0.57
H 2.07 -4.96 -1.67
H 3.04 -3.50 -1.81
H 0.03 -3.71 -2.31
H 1.27 -3.34 -3.48
H 0.21 -1.24 -2.79
H 1.91 -1.29 -2.32
H -3.04 -3.22 -2.45
H -3.36 -3.95 -4.77
H -2.86 -2.41 -6.64
H -2.03 -0.14 -6.17
H -1.67 0.60 -3.85
H -2.77 -1.00 1.71
H -4.88 -1.29 2.89
H -7.02 -1.34 1.64
H -7.01 -1.09 -0.82
H -4.88 -0.86 -2.03
C -6.72 0.99 4.17
C -5.62 1.85 3.56
S -4.14 1.69 4.52
O -3.56 0.39 4.26
O -4.39 2.09 5.88
C -3.04 2.90 3.80
C -1.61 2.68 4.30
N -0.90 1.68 3.49
C -0.48 1.89 2.22
N 0.00 0.76 1.70
C -0.12 -0.20 2.66
C -0.67 0.35 3.76
N -0.89 -0.31 5.02
O -0.88 -1.52 4.98
O -1.00 0.37 6.02
C -0.50 3.22 1.56
H -7.62 1.06 3.56
H -6.96 1.32 5.18
H -6.42 -0.06 4.21
H -5.89 2.91 3.57
H -5.37 1.53 2.55
H -3.40 3.88 4.13
H -3.11 2.83 2.72
H -1.60 2.34 5.33
H -1.04 3.60 4.25
H 0.22 -1.22 2.55
H -1.16 3.91 2.08
H -0.83 3.13 0.53
H 0.50 3.64 1.53
```

Values from the calculation:
E, Ha: -6191.55032
Total charge: 0
2S+1: 2
Maximum force, hartree/bohr: 0.003

=====

No. 4
DFT (ωB97M-V/def2-TZVPD) results for a molecular structure, C27H37AuBN8OS.

```
76
C27H37AuBN8OS (ωB97M-V/def2-TZVPD)
Au -0.84 -0.27 0.03
C -2.43 -1.94 -2.70
C -2.42 -0.45 -2.61
C -2.82 0.48 -3.55
C -2.71 1.73 -2.93
C -3.03 3.08 -3.48
N -2.27 1.54 -1.68
N -2.10 0.20 -1.48
B -2.13 2.54 -0.47
N -2.71 1.82 0.78
N -2.31 0.58 1.19
C -3.00 0.24 2.27
C -2.82 -1.08 2.94
C -3.87 1.28 2.59
C -3.67 2.25 1.62
C -4.33 3.58 1.48
N -0.66 2.90 -0.24
N 0.13 1.99 0.37
C 1.33 2.53 0.51
C 2.44 1.77 1.16
C 1.32 3.84 0.00
C 0.03 4.04 -0.46
C -0.56 5.24 -1.12
H -2.69 -2.25 -3.71
H -3.17 -2.35 -2.01
H -1.46 -2.37 -2.44
H -3.19 0.29 -4.54
H -3.61 2.97 -4.40
H -2.11 3.61 -3.72
H -3.59 3.68 -2.77
H -2.77 3.52 -0.70
H -2.15 -1.71 2.36
H -3.78 -1.59 3.04
H -2.40 -0.95 3.94
H -4.57 1.32 3.40
H -5.06 3.71 2.28
H -4.84 3.66 0.52
H -3.61 4.39 1.54
H 2.11 0.77 1.42
H 2.78 2.27 2.07
H 3.30 1.70 0.49
H 2.13 4.55 -0.02
H 0.13 6.08 -1.04
H -1.50 5.53 -0.65
H -0.76 5.06 -2.18
C 5.12 -1.68 -0.05
C 4.25 -2.51 -0.98
N 3.10 -1.73 -1.49
C 3.32 -1.03 -2.76
C 2.92 -1.87 -3.96
C 1.97 -1.69 -0.80
S 0.65 -0.86 -1.58
N 1.94 -2.34 0.36
C 1.11 -2.15 1.35
O 0.26 -1.21 1.49
C 1.24 -3.08 2.51
C 2.25 -4.05 2.52
C 2.36 -4.91 3.60
C 1.49 -4.81 4.67
C 0.49 -3.84 4.67
C 0.37 -2.97 3.59
H 5.99 -2.27 0.26
H 4.56 -1.40 0.84
H 5.48 -0.78 -0.54
H 3.87 -3.39 -0.48
H 4.81 -2.84 -1.86
H 4.38 -0.79 -2.80
H 2.77 -0.09 -2.73
H 3.45 -2.83 -3.96
H 3.17 -1.34 -4.88
H 1.85 -2.08 -3.97
H 2.93 -4.12 1.68
H 3.14 -5.66 3.61
H 1.58 -5.48 5.51
H -0.19 -3.75 5.50
H -0.38 -2.21 3.59
```

Values from the calculation:
E, Ha: -2122.98694
Total charge: +1
Maximum force, hartree/bohr: 0.020

=====

No. 5
DFT (ωB97M-V/def2-TZVPD) results for a molecular structure, C27H37CuIN4O.

```
71
C27H37CuIN4O (ωB97M-V/def2-TZVPD)
Cu -0.51 -0.38 -0.23
C -2.62 -2.64 2.77
C -2.57 -3.42 1.49
C -3.48 -4.44 1.29
C -3.51 -5.16 0.10
C -2.63 -4.84 -0.91
C -1.70 -3.83 -0.76
C -0.77 -3.53 -1.89
C -1.63 -3.14 0.47
N -0.67 -2.16 0.72
C 0.18 -2.28 1.69
C 0.46 -3.54 2.42
C 0.91 -1.06 2.07
C 1.81 -1.06 3.25
N 0.67 -0.02 1.37
C 1.27 1.22 1.50
C 2.55 1.42 0.95
C 3.27 0.29 0.28
C 3.13 2.67 1.07
C 2.46 3.70 1.71
C 1.19 3.50 2.23
C 0.56 2.27 2.11
C -0.82 2.03 2.64
H -3.67 -2.52 3.06
H -2.17 -1.65 2.68
H -2.13 -3.18 3.57
H -4.18 -4.69 2.07
H -4.21 -5.97 -0.03
H -2.64 -5.38 -1.84
H -0.53 -4.45 -2.42
H 0.15 -3.06 -1.55
H -1.26 -2.87 -2.61
H -0.11 -4.37 2.01
H 0.25 -3.45 3.48
H 1.52 -3.78 2.34
H 1.27 -1.36 4.15
H 2.24 -0.08 3.41
H 2.62 -1.78 3.12
H 2.59 -0.29 -0.34
H 3.71 -0.38 1.02
H 4.08 0.68 -0.33
H 4.11 2.84 0.67
H 2.92 4.67 1.80
H 0.68 4.30 2.73
H -1.32 2.98 2.86
H -0.78 1.46 3.57
H -1.42 1.47 1.92
C -1.18 4.83 -0.95
C -0.49 3.76 -1.81
C 1.04 3.97 -1.83
C -1.04 3.79 -3.24
C -0.74 2.47 -1.25
N -0.96 1.43 -0.82
H -0.96 5.81 -1.38
H -0.81 4.81 0.07
H -2.26 4.70 -0.94
H 1.25 4.90 -2.36
H 1.54 3.17 -2.36
H 1.44 4.04 -0.82
H -0.80 4.76 -3.68
H -2.12 3.66 -3.26
H -0.57 3.03 -3.86
N -0.52 -0.08 -3.78
C 0.54 -0.58 -3.15
O 0.57 -0.80 -1.93
C 1.77 -0.84 -3.96
I 3.00 0.93 -3.80
H -1.37 0.13 -3.28
H -0.53 0.05 -4.78
H 1.56 -1.01 -5.01
H 2.34 -1.66 -3.53
```

Values from the calculation:
E, Ha: -3283.02064
Total charge: +2
2S+1: 2
Maximum force, hartree/bohr: 0.041

=====

No. 6
DFT (ωB97M-V/def2-TZVPD) results for a gas-phase ion, C27H37F6N2O2Si (charge +1).

```
75
C27H37F6N2O2Si (ωB97M-V/def2-TZVPD)
C 2.76 -1.52 0.44
C 1.43 -1.29 -0.37
C 1.57 -0.59 -1.71
C 1.08 -2.77 -0.91
O 0.28 -2.91 -1.92
Si -0.88 -4.18 -2.28
C -1.67 -3.37 -3.75
C -0.13 -5.83 -2.66
C -1.96 -4.24 -0.78
O 1.50 -3.84 -0.32
C 2.46 -4.89 -1.01
H 3.17 -0.54 0.61
H 2.48 -1.94 1.40
H 3.55 -2.13 -0.05
H 1.97 0.39 -1.49
H 2.19 -1.09 -2.45
H 0.54 -0.48 -2.05
H -2.51 -4.00 -4.04
H -2.04 -2.37 -3.53
H -0.99 -3.28 -4.61
H -0.92 -6.27 -3.29
H 0.81 -5.86 -3.24
H 0.00 -6.48 -1.79
H -2.71 -5.05 -0.83
H -1.38 -4.40 0.15
H -2.52 -3.30 -0.67
H 1.90 -5.82 -0.90
H 2.65 -4.65 -2.06
H 3.32 -4.84 -0.40
C -3.43 3.62 -2.89
N -3.62 2.25 -2.53
C -4.81 1.60 -3.07
C -5.91 1.63 -2.08
F -7.04 1.04 -2.53
F -5.52 1.01 -0.92
F -6.22 2.92 -1.74
C -2.68 1.59 -1.78
C -2.71 0.17 -1.57
C -1.73 -0.42 -0.76
C -0.76 0.32 -0.08
C 0.39 -0.48 0.60
C 1.01 0.41 1.75
C 0.84 0.22 3.13
C 1.53 1.04 4.03
C 2.38 2.09 3.58
N 2.89 3.01 4.46
C 2.63 2.92 5.86
C 4.05 3.83 4.09
C 3.68 5.28 4.04
F 4.77 6.10 4.13
F 3.04 5.53 2.86
F 2.80 5.68 5.00
C 2.55 2.28 2.17
C 1.84 1.46 1.30
C -0.81 1.74 -0.18
C -1.75 2.35 -1.01
H -2.37 3.86 -3.00
H -3.96 3.81 -3.84
H -3.85 4.29 -2.14
H -5.09 2.20 -3.93
H -4.60 0.58 -3.38
H -3.50 -0.44 -2.06
H -1.71 -1.53 -0.64
H 0.00 -1.39 1.07
H 0.13 -0.49 3.54
H 1.41 0.95 5.11
H 1.63 2.54 6.06
H 3.38 2.32 6.38
H 2.68 3.92 6.28
H 4.86 3.73 4.83
H 4.41 3.58 3.10
H 3.30 2.95 1.75
H 1.95 1.60 0.24
H -0.20 2.44 0.38
H -1.79 3.45 -1.06
```

Values from the calculation:
E, Ha: -2199.50709
Total charge: +1
Maximum force, hartree/bohr: 0.049

=====

Repeat the third record exactly.
DFT (ωB97M-V/def2-TZVPD) results for a molecular structure, C27H37AsIrN4O4S5Si.

```
80
C27H37AsIrN4O4S5Si (ωB97M-V/def2-TZVPD)
Ir 0.83 0.72 -0.33
S 4.64 0.26 -1.74
As 3.56 2.03 -1.59
S 2.47 2.06 0.42
S 1.50 1.33 -2.35
S 4.12 3.87 -2.29
C -1.17 0.88 -0.98
Si -2.03 -0.76 -1.18
C -0.77 -1.91 -0.37
N 0.59 -1.41 -0.72
C 1.67 -2.02 0.12
C 1.79 -3.53 -0.07
C 2.05 -3.88 -1.53
C 1.01 -3.23 -2.43
C 0.93 -1.74 -2.14
C -2.33 -1.26 -2.97
C -2.80 -2.54 -3.26
C -3.00 -2.95 -4.57
C -2.72 -2.09 -5.62
C -2.25 -0.81 -5.35
C -2.05 -0.40 -4.04
C -3.66 -0.92 -0.26
C -3.69 -1.03 1.13
C -4.89 -1.18 1.81
C -6.09 -1.21 1.11
C -6.08 -1.08 -0.27
C -4.88 -0.94 -0.95
H -1.72 1.41 -0.19
H -1.23 1.51 -1.86
H -0.88 -2.97 -0.61
H -0.89 -1.83 0.72
H 1.47 -1.78 1.16
H 2.60 -1.53 -0.17
H 0.89 -4.03 0.29
H 2.61 -3.88 0.57
H 2.07 -4.96 -1.67
H 3.04 -3.50 -1.81
H 0.03 -3.71 -2.31
H 1.27 -3.34 -3.48
H 0.21 -1.24 -2.79
H 1.91 -1.29 -2.32
H -3.04 -3.22 -2.45
H -3.36 -3.95 -4.77
H -2.86 -2.41 -6.64
H -2.03 -0.14 -6.17
H -1.67 0.60 -3.85
H -2.77 -1.00 1.71
H -4.88 -1.29 2.89
H -7.02 -1.34 1.64
H -7.01 -1.09 -0.82
H -4.88 -0.86 -2.03
C -6.72 0.99 4.17
C -5.62 1.85 3.56
S -4.14 1.69 4.52
O -3.56 0.39 4.26
O -4.39 2.09 5.88
C -3.04 2.90 3.80
C -1.61 2.68 4.30
N -0.90 1.68 3.49
C -0.48 1.89 2.22
N 0.00 0.76 1.70
C -0.12 -0.20 2.66
C -0.67 0.35 3.76
N -0.89 -0.31 5.02
O -0.88 -1.52 4.98
O -1.00 0.37 6.02
C -0.50 3.22 1.56
H -7.62 1.06 3.56
H -6.96 1.32 5.18
H -6.42 -0.06 4.21
H -5.89 2.91 3.57
H -5.37 1.53 2.55
H -3.40 3.88 4.13
H -3.11 2.83 2.72
H -1.60 2.34 5.33
H -1.04 3.60 4.25
H 0.22 -1.22 2.55
H -1.16 3.91 2.08
H -0.83 3.13 0.53
H 0.50 3.64 1.53
```

Values from the calculation:
E, Ha: -6191.55032
Total charge: 0
2S+1: 2
Maximum force, hartree/bohr: 0.003

=====

> The lowest maximum force belongs to which entry?

C27H37AsIrN4O4S5Si

=====

> Among the records above, which one has the highest maximum force?

C27H36NO13P

=====

> Look up the total charge of the third one.

0